The following is a quantum chemistry calculation of a structure of composition C27H72AlBrO9, from the Open Molecules 2025 dataset.

Total charge ... +2
Lowest unoccupied orbital energy ... -12.014 eV

Geometry (Å):
1 Al 11.377 -13.384 2.056
2 Br 9.894 -13.718 5.441
3 C 5.539 -14.817 5.149
4 C 6.314 -16.139 5.071
5 C 5.657 -17.216 4.210
6 O 7.545 -15.886 4.459
7 H 5.109 -14.410 4.234
8 H 6.281 -14.045 5.355
9 H 4.765 -14.807 5.916
10 H 6.497 -16.581 6.051
11 H 6.388 -18.008 4.046
12 H 5.332 -16.846 3.238
13 H 4.820 -17.738 4.673
14 H 8.006 -15.302 5.066
15 C 7.003 -10.946 4.177
16 C 7.914 -10.804 2.982
17 C 8.740 -9.489 3.107
18 O 8.847 -11.891 2.980
19 H 6.614 -11.963 4.211
20 H 6.134 -10.291 4.118
21 H 7.512 -10.764 5.124
22 H 7.344 -10.808 2.053
23 H 9.456 -9.404 3.924
24 H 8.093 -8.612 3.119
25 H 9.355 -9.391 2.213
26 H 9.011 -12.010 3.919
27 C 7.502 -16.375 0.732
28 C 7.897 -14.900 1.033
29 C 6.561 -14.127 1.273
30 O 8.689 -14.853 2.183
31 H 6.675 -16.605 1.403
32 H 8.322 -17.072 0.904
33 H 7.042 -16.514 -0.247
34 H 8.443 -14.518 0.170
35 H 6.052 -14.562 2.134
36 H 5.816 -14.198 0.482
37 H 6.746 -13.055 1.348
38 H 8.144 -15.153 2.914
39 C 9.744 -18.041 10.576
40 C 8.843 -17.091 9.789
41 C 9.476 -16.512 8.553
42 O 7.700 -17.850 9.427
43 H 10.379 -18.551 9.851
44 H 9.166 -18.728 11.194
45 H 10.421 -17.466 11.207
46 H 8.512 -16.312 10.477
47 H 9.979 -17.317 8.015
48 H 10.235 -15.826 8.929
49 H 8.749 -16.021 7.907
50 H 8.028 -18.660 9.030
51 C 13.884 -10.465 4.763
52 C 12.410 -10.923 4.912
53 C 11.537 -10.136 5.860
54 O 11.804 -10.889 3.666
55 H 14.294 -10.450 5.773
56 H 14.077 -9.530 4.238
57 H 14.466 -11.242 4.268
58 H 12.352 -11.920 5.348
59 H 11.872 -10.072 6.895
60 H 10.581 -10.659 5.866
61 H 11.278 -9.109 5.601
62 H 11.767 -9.939 3.530
63 C 10.699 -18.517 3.098
64 C 11.074 -17.246 3.895
65 C 11.938 -17.706 5.131
66 O 11.800 -16.317 3.117
67 H 10.119 -19.245 3.665
68 H 11.582 -19.055 2.753
69 H 10.175 -18.250 2.181
70 H 10.230 -16.751 4.375
71 H 11.426 -18.481 5.701
72 H 12.112 -16.913 5.859
73 H 12.910 -18.146 4.909
74 H 12.277 -16.883 2.507
75 C 12.682 -14.402 8.430
76 C 13.174 -13.066 7.895
77 C 14.013 -12.165 8.863
78 O 14.013 -13.364 6.816
79 H 13.451 -15.056 8.844
80 H 12.167 -14.923 7.623
81 H 11.988 -14.178 9.240
82 H 12.300 -12.485 7.600
83 H 13.389 -11.877 9.709
84 H 14.426 -11.233 8.478
85 H 14.860 -12.718 9.269
86 H 14.625 -14.004 7.188
87 C 16.207 -13.801 4.043
88 C 14.870 -14.475 3.609
89 C 14.674 -15.752 4.472
90 O 13.776 -13.599 3.939
91 H 16.460 -12.986 3.365
92 H 16.989 -14.551 3.926
93 H 16.159 -13.457 5.076
94 H 14.910 -14.794 2.567
95 H 15.536 -15.930 5.114
96 H 14.463 -16.677 3.935
97 H 13.924 -15.613 5.251
98 H 13.848 -13.365 4.868
99 C 9.607 -11.643 8.950
100 C 8.368 -12.576 8.941
101 C 7.523 -12.431 10.188
102 O 7.580 -12.247 7.807
103 H 9.301 -10.634 9.223
104 H 10.185 -11.548 8.030
105 H 10.381 -11.970 9.645
106 H 8.809 -13.562 8.789
107 H 6.608 -13.016 10.095
108 H 7.137 -11.427 10.360
109 H 8.029 -12.750 11.100
110 H 8.047 -12.503 7.008



The following is a quantum chemistry calculation of a cluster of 7 separate species, C44H56BO in total, from the Open Molecules 2025 dataset.

Total charge ... -1
Lowest unoccupied orbital energy ... 2.349 eV

Geometry (Å):
1 C 0.409 2.483 -1.339
2 C 0.530 1.486 -0.188
3 C 0.413 0.013 -0.612
4 C 1.622 -0.401 -1.453
5 B -1.024 -0.275 -1.357
6 C -1.334 -1.890 -1.512
7 C -2.807 -2.338 -1.511
8 C -3.811 -1.394 -2.191
9 C -4.527 -0.386 -1.282
10 O -4.446 0.970 -1.696
11 H 0.838 2.081 -2.256
12 H 0.916 3.422 -1.103
13 H -0.637 2.699 -1.552
14 H -0.288 1.661 0.516
15 H 1.476 1.665 0.348
16 H 0.415 -0.563 0.326
17 H 2.558 0.025 -1.060
18 H 1.524 -0.061 -2.485
19 H 1.748 -1.486 -1.447
20 H -1.909 0.291 -0.712
21 H -1.034 0.233 -2.486
22 H -0.832 -2.430 -0.695
23 H -0.887 -2.285 -2.433
24 H -2.877 -3.287 -2.053
25 H -3.149 -2.533 -0.490
26 H -3.355 -0.871 -3.033
27 H -4.597 -2.032 -2.612
28 H -4.091 -0.426 -0.285
29 H -5.584 -0.673 -1.192
30 H -4.672 1.010 -2.625
31 C -2.934 -1.241 -7.324
32 C -2.908 0.096 -6.951
33 C -2.038 0.523 -5.956
34 C -1.188 -0.382 -5.336
35 C -1.216 -1.718 -5.709
36 C -2.088 -2.148 -6.701
37 H -3.616 -1.576 -8.096
38 H -3.570 0.805 -7.433
39 H -2.026 1.563 -5.653
40 H -0.527 -0.053 -4.546
41 H -0.562 -2.426 -5.216
42 H -2.114 -3.193 -6.984
43 C -0.916 -0.047 3.248
44 C -0.765 1.207 3.826
45 C 0.197 1.407 4.807
46 C 1.027 0.361 5.193
47 C 0.885 -0.885 4.599
48 C -0.092 -1.090 3.636
49 H -1.653 -0.204 2.471
50 H -1.390 2.028 3.501
51 H 0.314 2.385 5.259
52 H 1.793 0.523 5.942
53 H 1.543 -1.700 4.879
54 H -0.197 -2.061 3.168
55 C 2.516 -3.507 0.880
56 C 2.644 -2.267 1.489
57 C 3.613 -2.072 2.463
58 C 4.452 -3.114 2.829
59 C 4.326 -4.356 2.221
60 C 3.358 -4.550 1.245
61 H 1.758 -3.656 0.121
62 H 1.987 -1.454 1.204
63 H 3.708 -1.103 2.939
64 H 5.204 -2.960 3.593
65 H 4.978 -5.171 2.511
66 H 3.255 -5.518 0.771
67 C -9.683 1.383 -3.273
68 C -8.787 1.559 -2.228
69 C -7.477 1.939 -2.487
70 C -7.068 2.148 -3.797
71 C -7.963 1.975 -4.844
72 C -9.271 1.590 -4.582
73 H -10.703 1.082 -3.069
74 H -9.108 1.395 -1.207
75 H -6.770 2.063 -1.677
76 H -6.048 2.449 -4.002
77 H -7.640 2.137 -5.864
78 H -9.968 1.450 -5.399
79 C 5.928 -1.602 6.153
80 C 4.542 -1.571 6.217
81 C 3.904 -1.618 7.449
82 C 4.651 -1.695 8.616
83 C 6.037 -1.726 8.551
84 C 6.675 -1.680 7.320
85 H 6.426 -1.562 5.193
86 H 3.956 -1.508 5.309
87 H 2.822 -1.595 7.497
88 H 4.153 -1.731 9.576
89 H 6.620 -1.784 9.461
90 H 7.757 -1.705 7.269
91 C 3.764 3.999 0.543
92 C 4.183 5.314 0.394
93 C 5.311 5.603 -0.362
94 C 6.017 4.576 -0.974
95 C 5.596 3.261 -0.826
96 C 4.471 2.973 -0.066
97 H 2.883 3.771 1.128
98 H 3.628 6.115 0.866
99 H 5.638 6.629 -0.478
100 H 6.893 4.801 -1.569
101 H 6.142 2.460 -1.308
102 H 4.140 1.949 0.049



The following is a quantum chemistry calculation of a structure of composition C21H24F6InN3O10S3Si, from the Open Molecules 2025 dataset.

Total charge ... -2
Lowest unoccupied orbital energy ... 4.132 eV

Geometry (Å):
1 In -0.871 0.214 0.274
2 N 1.336 0.261 0.863
3 C 1.692 1.383 1.740
4 C 0.572 2.430 1.882
5 O 0.852 3.449 2.511
6 O -0.552 2.144 1.351
7 H 1.476 -0.644 1.293
8 H 1.844 0.270 -0.016
9 H 2.576 1.903 1.373
10 H 1.911 1.023 2.746
11 C 2.048 1.165 6.954
12 C 0.904 0.756 6.063
13 C 0.227 1.707 5.308
14 C -0.810 1.342 4.461
15 C -1.168 0.009 4.355
16 C -0.512 -0.956 5.109
17 C 0.516 -0.578 5.959
18 S -2.394 -0.509 3.167
19 O -3.117 -1.599 3.792
20 O -3.125 0.685 2.815
21 N -1.550 -1.024 1.932
22 C -1.393 -2.464 1.747
23 C -0.554 -2.809 0.504
24 O -0.262 -3.992 0.349
25 O -0.225 -1.841 -0.273
26 H 1.735 1.918 7.680
27 H 2.858 1.600 6.365
28 H 2.448 0.311 7.502
29 H 0.534 2.746 5.343
30 H -1.311 2.077 3.846
31 H -0.811 -1.993 5.026
32 H 1.034 -1.331 6.544
33 H -2.357 -2.964 1.626
34 H -0.903 -2.938 2.602
35 F 2.420 -1.630 -4.244
36 C 2.905 -0.384 -4.185
37 F 3.303 -0.042 -5.416
38 F 3.967 -0.400 -3.382
39 S 1.564 0.757 -3.569
40 O 1.661 0.651 -2.134
41 O 0.394 0.252 -4.220
42 N 1.874 2.189 -4.136
43 S 3.089 3.101 -3.714
44 O 2.980 4.345 -4.419
45 O 4.360 2.429 -3.682
46 C 2.807 3.585 -1.937
47 F 3.304 2.676 -1.094
48 F 3.453 4.739 -1.706
49 F 1.519 3.762 -1.671
50 C -4.144 1.291 -0.549
51 Si -2.542 0.950 -1.484
52 C -2.804 -0.409 -2.753
53 C -2.071 2.551 -2.355
54 C -1.882 2.630 -3.734
55 C -1.512 3.822 -4.342
56 C -1.326 4.964 -3.577
57 C -1.504 4.905 -2.201
58 C -1.866 3.710 -1.598
59 H -4.946 1.606 -1.224
60 H -3.982 2.076 0.193
61 H -4.468 0.407 0.005
62 H -3.570 -0.141 -3.487
63 H -3.110 -1.329 -2.251
64 H -1.869 -0.612 -3.277
65 H -1.981 1.737 -4.341
66 H -1.333 3.851 -5.410
67 H -1.009 5.887 -4.046
68 H -1.327 5.783 -1.592
69 H -1.949 3.666 -0.516



The following is a quantum chemistry calculation of a structure of composition C16H24CsF8O5, from the Open Molecules 2025 dataset.

Total charge ... +1
Lowest unoccupied orbital energy ... -2.972 eV

Geometry (Å):
1 C 4.707 0.096 2.051
2 O 5.275 -0.525 0.920
3 C 4.680 -0.116 -0.278
4 C 3.295 -0.719 -0.486
5 C 2.909 -0.669 -1.951
6 C 1.546 -1.302 -2.323
7 C 1.021 -2.370 -1.377
8 C 0.134 -1.742 -0.248
9 C 0.002 -2.582 1.052
10 O -1.025 -3.603 0.864
11 C -2.330 -3.101 1.176
12 O -2.689 -3.150 2.319
13 O -3.069 -2.644 0.126
14 C -4.094 -1.674 0.491
15 C -4.094 -0.479 -0.413
16 O -3.033 0.408 -0.091
17 C -3.288 1.682 -0.668
18 C -2.015 2.355 -1.119
19 F -2.330 3.485 -1.798
20 F -1.390 1.508 -1.984
21 C -0.990 2.730 -0.027
22 F -0.744 1.674 0.776
23 F 0.168 3.052 -0.662
24 C -1.370 3.946 0.834
25 F -2.649 3.819 1.274
26 F -1.297 5.072 0.093
27 C -0.489 4.145 2.077
28 F 0.812 4.056 1.755
29 F -0.781 3.196 2.987
30 H 4.604 1.166 1.899
31 H 3.728 -0.320 2.279
32 H 5.378 -0.078 2.875
33 H 5.322 -0.424 -1.092
34 H 4.615 0.970 -0.337
35 H 2.598 -0.137 0.107
36 H 3.342 -1.736 -0.115
37 H 3.683 -1.143 -2.541
38 H 2.866 0.372 -2.240
39 H 0.826 -0.498 -2.378
40 H 1.617 -1.715 -3.318
41 H 1.794 -2.991 -0.941
42 H 0.398 -3.040 -1.996
43 H -0.852 -1.465 -0.630
44 H 0.630 -0.839 0.046
45 H 0.957 -3.036 1.244
46 H -0.302 -1.916 1.846
47 H -3.998 -1.337 1.511
48 H -5.036 -2.175 0.332
49 H -4.009 -0.764 -1.458
50 H -5.038 0.021 -0.219
51 H -3.867 2.300 0.007
52 H -3.878 1.553 -1.570
53 H -0.684 5.117 2.512
54 Cs -1.568 -4.434 -1.192



The following is a quantum chemistry calculation of a structure of composition C2H2N4O, from the Open Molecules 2025 dataset.

Lowest unoccupied orbital energy ... -1.257 eV

Geometry (Å):
1 C 1.084 0.026 -0.103
2 C 0.218 1.080 0.019
3 H 0.643 2.045 -0.126
4 H -2.747 -0.240 0.763
5 N -1.160 1.185 -0.072
6 N -1.655 -0.030 -0.021
7 N -0.907 -1.180 0.059
8 N 0.313 -1.239 -0.156
9 O 2.269 0.051 0.149



The following is a quantum chemistry calculation of a structure of composition C16H33N5O6PdSSe2, from the Open Molecules 2025 dataset.

Lowest unoccupied orbital energy ... -0.109 eV

Geometry (Å):
1 Pd -0.716 2.350 0.411
2 O 3.075 0.490 4.889
3 C 3.449 1.143 3.674
4 C 2.207 1.375 2.805
5 C 1.547 0.027 2.497
6 O 0.821 -0.536 3.572
7 C 2.720 2.036 1.520
8 Se 1.572 1.991 -0.067
9 C 1.288 2.336 3.554
10 Se -0.425 2.839 2.747
11 H 3.834 0.458 5.477
12 H 4.156 0.516 3.119
13 H 3.930 2.103 3.890
14 H 2.325 -0.665 2.140
15 H 0.839 0.162 1.684
16 H 1.412 -0.591 4.332
17 H 3.636 1.544 1.183
18 H 2.959 3.077 1.734
19 H 1.838 3.263 3.724
20 H 1.023 1.911 4.519
21 N -2.805 2.683 0.837
22 C -3.665 3.150 -0.262
23 C -3.257 4.495 -0.862
24 C -2.111 4.465 -1.868
25 N -0.857 4.090 -1.226
26 H -3.115 1.773 1.161
27 H -2.853 3.309 1.637
28 H -4.699 3.223 0.084
29 H -3.636 2.382 -1.039
30 H -3.027 5.204 -0.059
31 H -4.131 4.896 -1.382
32 H -2.048 5.441 -2.362
33 H -2.338 3.730 -2.643
34 H -0.595 4.746 -0.500
35 H -0.072 4.017 -1.861
36 C 2.727 -3.497 -4.097
37 C 2.113 -4.766 -3.529
38 S 0.372 -4.610 -3.173
39 O -0.259 -3.870 -4.240
40 O -0.132 -5.910 -2.816
41 C 0.314 -3.569 -1.722
42 C -1.150 -3.361 -1.342
43 N -1.291 -2.231 -0.435
44 C -1.551 -0.963 -0.823
45 N -1.627 -0.142 0.210
46 C -1.428 -0.896 1.326
47 C -1.231 -2.192 0.947
48 N -0.900 -3.308 1.767
49 O -1.174 -3.235 2.943
50 O -0.415 -4.293 1.217
51 C -1.722 -0.544 -2.241
52 H 3.743 -3.699 -4.435
53 H 2.780 -2.705 -3.350
54 H 2.144 -3.138 -4.943
55 H 2.585 -5.095 -2.602
56 H 2.150 -5.600 -4.232
57 H 0.784 -2.621 -1.991
58 H 0.864 -4.042 -0.911
59 H -1.548 -4.257 -0.878
60 H -1.739 -3.139 -2.229
61 H -1.382 -0.479 2.320
62 H -1.041 -1.066 -2.913
63 H -1.524 0.524 -2.300
64 H -2.742 -0.730 -2.586



The following is a quantum chemistry calculation of a structure of composition C26H24FMnN4O5, from the Open Molecules 2025 dataset.

2S+1 ... 5
⟨S²⟩ ... 6.04
Total charge ... +2
Lowest unoccupied orbital energy (alpha / beta) ... -6.501 / -5.798 eV

Geometry (Å):
1 Mn 0.278 4.434 -0.267
2 C -2.227 -2.371 -2.495
3 C -3.124 -1.441 -1.693
4 N -2.362 -0.354 -1.038
5 C -2.304 0.834 -1.638
6 C -1.592 1.910 -1.171
7 C -1.720 3.172 -1.963
8 O -2.483 3.268 -2.880
9 O -0.908 4.159 -1.587
10 C -0.846 1.775 0.014
11 O -0.134 2.691 0.550
12 C -0.919 0.496 0.684
13 C -0.248 0.294 1.898
14 C -0.346 -0.893 2.551
15 F 0.284 -1.025 3.731
16 C -1.102 -1.973 2.048
17 C -1.734 -1.780 0.833
18 C -1.676 -0.555 0.155
19 N -1.203 -3.205 2.719
20 C -2.479 -3.913 2.758
21 C -2.233 -5.399 2.493
22 N -0.871 -5.759 3.043
23 C -0.583 -4.968 4.289
24 C -0.376 -3.503 3.895
25 H -2.830 -3.147 -2.966
26 H -1.475 -2.850 -1.866
27 H -1.711 -1.820 -3.282
28 H -3.685 -1.973 -0.928
29 H -3.858 -0.962 -2.334
30 H -2.879 0.952 -2.549
31 H 0.325 1.101 2.335
32 H -2.269 -2.606 0.388
33 H -3.169 -3.533 2.013
34 H -2.964 -3.772 3.729
35 H -2.224 -5.639 1.433
36 H -2.969 -6.024 2.993
37 H -0.162 -5.532 2.345
38 H -0.809 -6.762 3.218
39 H 0.301 -5.371 4.774
40 H -1.435 -5.114 4.949
41 H 0.670 -3.338 3.642
42 H -0.611 -2.885 4.762
43 O 3.188 5.229 2.136
44 C 2.538 4.973 1.177
45 O 1.199 5.104 1.100
46 C 3.107 4.454 -0.119
47 C 4.469 4.206 -0.266
48 C 4.911 3.747 -1.474
49 C 4.006 3.562 -2.539
50 C 4.423 3.128 -3.821
51 C 3.523 3.009 -4.835
52 C 2.160 3.326 -4.617
53 C 1.722 3.734 -3.391
54 C 2.639 3.849 -2.323
55 N 2.223 4.270 -1.086
56 H 5.124 4.391 0.574
57 H 5.963 3.537 -1.632
58 H 5.471 2.909 -3.983
59 H 3.849 2.690 -5.816
60 H 1.460 3.258 -5.439
61 H 0.688 4.004 -3.233



The following is a quantum chemistry calculation of a cluster of 2 separate species, C4H12N2 in total, from the Open Molecules 2025 dataset.

Lowest unoccupied orbital energy ... 0.943 eV

Geometry (Å):
1 C -2.841 0.703 1.392
2 C -1.689 0.438 0.778
3 N -1.406 0.198 -0.587
4 H -3.767 0.736 0.828
5 H -3.021 0.996 2.407
6 H -0.822 0.495 1.485
7 H -1.536 0.966 -1.313
8 H -0.535 -0.310 -0.916
9 C 1.874 0.812 -0.686
10 N 1.412 -0.626 -0.884
11 C 1.925 -1.554 0.170
12 H 2.311 1.233 0.458
13 H 2.644 1.159 -1.331
14 H 0.995 1.542 -0.803
15 H 1.974 -0.976 -1.682
16 H 2.963 -1.330 0.385
17 H 1.749 -2.538 -0.257
18 H 1.394 -1.366 1.118